{
  "formula": "C18H27N3O",
  "method": "ωB97M-V/def2-TZVPD",
  "elements": ["C", "C", "C", "C", "N", "C", "O", "N", "C", "C", "N", "C", "C", "C", "C", "C", "C", "C", "C", "C", "C", "C", "H", "H", "H", "H", "H", "H", "H", "H", "H", "H", "H", "H", "H", "H", "H", "H", "H", "H", "H", "H", "H", "H", "H", "H", "H", "H", "H"],
  "positions_angstrom": [[1.592313, -0.521261, -4.358641], [2.087229, -1.539100, -3.338797], [1.820459, -1.107663, -1.897973], [2.705438, 0.055842, -1.442046], [2.382462, 0.465342, -0.091599], [1.482510, 1.483117, 0.095083], [1.202204, 2.263916, -0.795403], [0.964093, 1.629732, 1.364408], [1.062997, 0.557149, 2.337662], [0.449563, 0.930956, 3.701642], [-0.823546, 1.602056, 3.641573], [-2.002784, 0.765232, 3.442293], [-1.915264, -0.232848, 2.322677], [-2.395649, -0.035136, 1.096718], [-2.173140, -0.890390, -0.062270], [-1.715178, -2.204943, 0.037482], [-1.463700, -2.953178, -1.096296], [-1.660817, -2.406908, -2.354188], [-2.121734, -1.105933, -2.469395], [-2.379333, -0.358267, -1.336608], [-0.691178, 2.783445, 2.819056], [-0.200624, 2.509646, 1.399610], [0.531369, -0.331672, -4.214135], [2.123362, 0.421064, -4.259866], [1.743251, -0.894034, -5.369413], [1.578908, -2.490257, -3.513939], [3.158488, -1.705742, -3.474445], [1.989860, -1.959696, -1.231717], [0.773686, -0.811100, -1.797766], [3.761113, -0.230316, -1.480848], [2.544784, 0.930403, -2.072917], [2.420417, -0.274332, 0.589689], [2.123014, 0.342400, 2.513133], [0.579573, -0.352130, 1.950386], [0.353276, 0.024541, 4.303505], [1.138384, 1.610784, 4.215158], [-2.162695, 0.230200, 4.386619], [-2.847628, 1.439284, 3.283744], [-1.371859, -1.138310, 2.556815], [-2.951964, 0.872968, 0.892545], [-1.568495, -2.651616, 1.009867], [-1.111465, -3.970224, -0.999592], [-1.458819, -2.992647, -3.238557], [-2.281274, -0.672539, -3.446021], [-2.730526, 0.659132, -1.435479], [-1.652076, 3.299195, 2.770694], [0.022972, 3.439191, 3.329182], [0.093249, 3.445219, 0.918511], [-1.005227, 2.069429, 0.799863]],
  "forces_ev_per_angstrom": [[0.1452, -0.1857, 0.0712], [-0.1716, 0.0855, 0.1321], [0.2556, 0.0686, -0.1143], [-0.1428, -0.1006, -0.1919], [0.0837, -0.2383, 0.2002], [0.3400, 0.0051, 0.2686], [-0.2213, 0.1719, -0.4052], [-0.1449, 0.1574, 0.2406], [0.0124, -0.2842, 0.1070], [0.1814, -0.0158, -0.1041], [-0.0860, 0.0396, 0.1549], [0.0431, 0.0453, 0.1788], [-0.2745, 0.0878, -0.2112], [0.0040, 0.0006, 0.5288], [0.0568, -0.2230, -0.4166], [-0.0255, 0.0761, 0.0452], [0.0578, -0.0843, 0.0068], [-0.0087, 0.0123, -0.0856], [0.0085, -0.0689, -0.1488], [0.0145, -0.0086, 0.1895], [0.1234, -0.0285, -0.2480], [-0.1943, 0.3107, -0.0832], [-0.1418, 0.0704, -0.0140], [0.0097, 0.1589, -0.0489], [-0.0133, 0.0503, -0.1248], [0.0876, -0.0538, -0.0187], [0.0429, -0.1125, -0.0266], [-0.0577, 0.0074, 0.0658], [-0.0656, -0.0084, 0.0759], [-0.0461, 0.0452, -0.0842], [0.1389, -0.0984, 0.0239], [-0.0786, 0.0969, 0.0544], [-0.0824, -0.0641, 0.0051], [0.1449, 0.0364, 0.0738], [0.0833, -0.0070, 0.0134], [0.0490, -0.1024, 0.0014], [-0.1240, 0.0392, -0.1006], [-0.0248, -0.0579, 0.0461], [0.1193, -0.1271, -0.0937], [-0.0170, 0.1341, 0.0396], [0.0048, -0.0382, 0.0928], [0.0183, -0.0734, 0.0116], [0.0109, -0.0518, -0.0805], [-0.0076, 0.0361, -0.0743], [-0.0321, 0.1030, 0.0166], [0.0410, 0.0481, -0.0085], [-0.0424, 0.0660, -0.0566], [-0.1510, -0.0931, 0.0652], [0.0770, 0.1733, 0.0311]],
  "charge": 0,
  "smiles": "CCCCNC(=O)N1CCN(C/C=C/c2ccccc2)CC1",
  "homo_lumo_gap_ha": 0.327,
  "e_homo_ev": -8.3,
  "e_above_lowest_kcal_mol": 42.0
}

***

{
  "formula": "C18H27N3O2",
  "method": "ωB97M-V/def2-TZVPD",
  "elements": ["C", "O", "N", "C", "O", "C", "C", "N", "C", "C", "C", "N", "C", "C", "C", "C", "C", "C", "C", "C", "C", "C", "C", "H", "H", "H", "H", "H", "H", "H", "H", "H", "H", "H", "H", "H", "H", "H", "H", "H", "H", "H", "H", "H", "H", "H", "H", "H", "H", "H"],
  "positions_angstrom": [[4.473935, -1.509864, -3.438376], [3.408540, -2.139533, -2.721795], [3.217648, -1.672149, -1.427610], [4.057671, -1.902135, -0.347280], [5.125400, -2.435730, -0.551708], [3.791067, -1.212801, 1.018276], [4.362273, -1.982918, 2.235839], [2.306932, -0.860247, 1.205560], [1.989777, 0.178983, 2.214991], [0.554271, 0.661720, 1.952201], [-0.473449, -0.466561, 1.937241], [-1.849098, 0.061184, 1.691983], [-2.087783, 0.864825, 0.464665], [-1.941793, 2.366176, 0.485159], [-3.327331, 1.755879, 0.422859], [-4.141979, 1.885746, -0.869487], [-4.016077, 3.026615, -1.690298], [-4.836365, 3.131485, -2.831379], [-5.771681, 2.093826, -3.168459], [-5.813373, 0.952528, -2.328234], [-4.957311, 0.822800, -1.228853], [-0.071567, -1.568020, 0.947094], [1.380357, -2.003388, 1.250024], [5.233418, -1.098591, -2.747908], [4.983337, -2.233332, -4.090227], [4.101443, -0.698234, -4.078061], [2.306994, -1.262694, -1.201617], [4.364363, -0.269022, 0.971857], [5.478319, -2.081831, 2.131411], [3.877673, -2.944878, 2.263823], [4.204040, -1.417215, 3.142155], [2.688080, 1.010548, 2.157901], [2.102327, -0.263891, 3.224179], [0.553983, 1.179768, 0.989158], [0.232130, 1.354088, 2.763154], [-0.496340, -0.937009, 2.944280], [-2.135856, 0.591080, 2.497244], [-1.855399, 0.328090, -0.450952], [-1.477068, 2.796136, -0.398912], [-1.718502, 2.892951, 1.428997], [-3.908106, 1.738353, 1.323017], [-3.340351, 3.823149, -1.433836], [-4.751192, 4.006487, -3.457543], [-6.420617, 2.242821, -4.019633], [-6.527399, 0.128151, -2.477434], [-4.967157, -0.066416, -0.583915], [-0.785699, -2.369515, 1.133498], [-0.190638, -1.281891, -0.087096], [1.630663, -2.785172, 0.577409], [1.437488, -2.430354, 2.256642]],
  "forces_ev_per_angstrom": [[0.8094, 0.8526, 0.2836], [0.0040, -0.5983, 0.6724], [-0.8268, 1.0750, 1.6404], [0.7214, 0.3336, -1.5500], [0.4624, -0.5578, 0.5120], [-1.9035, 0.4525, 0.7634], [1.1587, 0.2402, -1.4305], [1.3369, 0.2268, -1.3176], [-0.2415, -1.3203, -0.3754], [0.3103, 0.2046, 0.8575], [-0.3429, 0.5697, -0.4550], [0.1215, -0.4548, -1.0469], [-0.1576, -0.2186, 1.5419], [0.0645, 0.1966, 0.4852], [0.7063, -0.2379, -1.7817], [1.2906, 0.1617, 0.6238], [-1.4069, -1.0331, -0.4558], [-0.4241, -1.3991, 0.3296], [1.4266, 0.4773, 1.6717], [-0.2046, 0.0418, -0.4495], [-0.5648, 0.5089, -0.1489], [0.0242, 0.0864, 1.2528], [-0.4353, 1.1326, 1.0543], [-0.4334, -0.2763, -0.2821], [-0.4488, -0.1160, 0.4096], [-0.1529, -0.1092, 0.2359], [0.4384, -0.1604, -0.7078], [-0.5105, -0.1580, -0.2512], [-1.1499, -0.2194, -0.0365], [0.0990, -0.4712, 0.3842], [-0.3349, 0.1143, 0.2298], [0.1476, -0.0197, -0.2381], [-0.2491, 0.2241, -0.0212], [-0.1109, 0.0596, 0.1403], [0.3656, -0.1021, -0.5833], [-0.0628, 0.2484, -0.4695], [-0.1351, 0.1984, 0.1950], [0.0804, 0.1969, 0.1207], [-0.3934, 0.2005, 0.0995], [0.2172, -0.5453, -0.5605], [-0.1842, 0.1939, 0.4259], [0.1282, 0.1231, 0.1107], [-0.0780, 0.0720, -0.1045], [-0.0571, -0.2523, 0.0284], [0.3346, 0.5357, -0.3251], [-0.1350, 0.3770, -0.3946], [0.1989, -0.3739, -0.1666], [0.1241, 0.3519, -0.3572], [0.6922, -0.5462, -0.7740], [-0.3191, -0.2862, 0.2151]],
  "charge": 0,
  "smiles": "CONC(=O)[C@H](C)N1CCC(N[C@@H]2C[C@H]2c2ccccc2)CC1",
  "homo_lumo_gap_ha": 0.336,
  "e_homo_ev": -8.4,
  "e_above_lowest_kcal_mol": 133.9
}

***

{
  "formula": "C18H27N3O4",
  "method": "ωB97M-V/def2-TZVPD",
  "elements": ["C", "C", "C", "O", "C", "O", "C", "C", "C", "C", "N", "C", "O", "C", "O", "N", "C", "C", "N", "C", "C", "C", "C", "C", "C", "H", "H", "H", "H", "H", "H", "H", "H", "H", "H", "H", "H", "H", "H", "H", "H", "H", "H", "H", "H", "H", "H", "H", "H", "H", "H", "H"],
  "positions_angstrom": [[10.081908, 1.348544, -0.881005], [8.582715, 1.084184, -0.866245], [8.103697, 0.714069, 0.535511], [6.688465, 0.553976, 0.583484], [6.199957, -0.630412, 0.189074], [6.891790, -1.550041, -0.178753], [4.722027, -0.686256, 0.267996], [3.959166, 0.397692, 0.695901], [2.583958, 0.304672, 0.758257], [1.950590, -0.881971, 0.390649], [0.568969, -1.027621, 0.438953], [-0.384604, -0.157609, 0.823466], [-0.250688, 0.986492, 1.215105], [-1.770026, -0.809542, 0.704260], [-1.895970, -1.948494, 0.283854], [-2.743938, -0.000199, 1.120046], [-4.146674, -0.325824, 1.070270], [-4.861428, 0.502875, -0.003981], [-6.303943, 0.463100, 0.146728], [-6.874697, -0.873206, 0.070899], [-6.630875, -1.653188, -1.226016], [-6.952707, 1.444288, -0.711665], [-8.407747, 1.688961, -0.325920], [2.712165, -1.969742, -0.040644], [4.084280, -1.870463, -0.100547], [10.408276, 1.606120, -1.885090], [10.627036, 0.464890, -0.557988], [10.333203, 2.171089, -0.214884], [8.343647, 0.262725, -1.544012], [8.041076, 1.971552, -1.201224], [8.326235, 1.512712, 1.247019], [8.580869, -0.216997, 0.860084], [4.452099, 1.313545, 0.980327], [1.991208, 1.141006, 1.090206], [0.184767, -1.927564, 0.149205], [-2.456851, 0.927592, 1.409231], [-4.604967, -0.122079, 2.041966], [-4.206951, -1.393575, 0.852276], [-4.521882, 0.174799, -1.001147], [-4.552976, 1.546816, 0.119124], [-6.479254, -1.446746, 0.912464], [-7.948709, -0.771867, 0.230642], [-7.162068, -2.600156, -1.179966], [-6.995093, -1.099964, -2.088480], [-5.573694, -1.863611, -1.366740], [-6.405076, 2.382584, -0.584603], [-6.892605, 1.173184, -1.779183], [-8.486935, 1.810947, 0.750899], [-8.761470, 2.596576, -0.808660], [-9.052089, 0.871051, -0.636367], [2.217201, -2.887082, -0.324802], [4.688596, -2.701810, -0.429983]],
  "forces_ev_per_angstrom": [[-0.2418, -0.0359, -0.0060], [-0.0997, -0.0735, 0.2404], [0.5063, -0.0709, -0.2567], [-0.3264, 0.1082, 0.0535], [0.1782, -0.2078, -0.0468], [-0.0209, 0.0955, 0.0214], [-0.2475, 0.0260, 0.0140], [0.2026, -0.2689, -0.1051], [-0.2310, 0.0735, 0.0419], [0.4980, 0.2761, 0.0608], [-0.3432, -0.5375, -0.1602], [0.1340, 0.0933, 0.0005], [0.0484, -0.0450, -0.0110], [-0.1467, -0.0578, 0.0544], [-0.0573, -0.0683, -0.0513], [0.1005, 0.3807, 0.0599], [-0.2552, -0.0939, -0.2265], [0.0102, -0.0683, 0.1623], [0.1597, 0.1935, 0.0314], [-0.0233, -0.1512, -0.0556], [-0.0316, 0.2394, 0.2558], [-0.1377, 0.0660, 0.0956], [0.2511, -0.0514, -0.1508], [-0.1104, 0.1058, 0.0452], [0.1426, 0.1764, 0.0505], [0.1071, 0.0287, -0.0471], [0.1306, -0.0701, 0.0225], [0.1048, 0.0912, 0.0553], [-0.0562, 0.0448, 0.0021], [-0.0396, -0.0246, -0.0163], [-0.0215, -0.0931, -0.0529], [-0.0423, 0.1712, 0.0169], [0.0116, 0.0726, 0.0239], [-0.0108, 0.0211, 0.0070], [0.0095, 0.2786, 0.0951], [0.0850, -0.1592, -0.0414], [-0.0023, -0.0747, -0.0632], [-0.0690, 0.0706, 0.1131], [0.0561, 0.0464, 0.0487], [0.0059, -0.0697, -0.0694], [-0.1212, -0.0357, 0.0041], [0.0375, -0.0843, 0.0964], [-0.0317, -0.1162, -0.0410], [-0.0148, 0.0013, -0.1384], [0.1119, -0.0562, -0.0833], [0.0111, -0.0711, -0.0804], [0.0520, 0.0665, 0.0287], [-0.0414, 0.0238, 0.1196], [-0.0976, 0.0585, -0.0497], [-0.1236, -0.0519, -0.0075], [-0.0405, -0.1052, -0.0331], [0.0304, -0.0673, -0.0271]],
  "charge": 0,
  "smiles": "CCCOC(=O)c1ccc(NC(=O)C(=O)NCCN(CC)CC)cc1",
  "homo_lumo_gap_ha": 0.324,
  "e_homo_ev": -8.6,
  "e_above_lowest_kcal_mol": 22.2
}

***

{
  "formula": "C18H27N3OS",
  "method": "ωB97M-V/def2-TZVPD",
  "elements": ["C", "C", "C", "C", "H", "H", "C", "N", "C", "S", "N", "C", "O", "N", "C", "C", "C", "C", "C", "C", "H", "H", "C", "H", "H", "H", "H", "H", "H", "H", "C", "C", "C", "C", "H", "H", "H", "H", "H", "H", "H", "H", "H", "H", "H", "H", "H", "H", "H", "H"],
  "positions_angstrom": [[-1.464150, -4.598389, 0.493934], [-0.856809, -3.684875, -0.697461], [-0.551709, -2.166465, -0.233603], [-1.919441, -1.511426, 0.128617], [-2.558516, -1.522155, -0.891581], [-2.615048, -2.124639, 0.939672], [-1.764639, -0.223803, 0.914416], [-0.922244, -0.181716, 1.847091], [0.146773, 0.591891, 1.864178], [1.280305, 0.803233, 3.174490], [0.246830, 1.310064, 0.702265], [-0.831219, 0.811097, -0.239898], [-0.811639, 0.780478, -1.420078], [1.381312, 1.991323, 0.310975], [2.593405, 1.277586, -0.077416], [3.692328, 2.020965, 0.300969], [5.027108, 1.331906, -0.056666], [5.064743, 0.114250, -0.432312], [4.044933, -0.473439, -0.695210], [2.672530, 0.017482, -0.239869], [1.765827, -0.636747, -0.551394], [3.880171, -1.518752, -0.786307], [6.440729, -0.307147, -0.759307], [6.305107, -1.436949, -0.841670], [7.123647, -0.101889, -0.219425], [6.967721, 0.085121, -1.698450], [5.894803, 1.909296, -0.008311], [3.731445, 3.243640, 0.466334], [1.351095, 2.718827, 0.935923], [-1.220907, -0.656941, 2.886104], [-2.970081, 0.794936, 0.982178], [-3.678314, 1.272917, -0.331713], [-3.331767, 2.833612, -0.321486], [-4.024000, 3.238129, -1.622505], [-3.623789, 2.813931, -2.478054], [-3.767657, 4.635599, -1.637331], [-5.051595, 3.216320, -1.760698], [-3.750526, 3.338165, 0.802127], [-2.302679, 3.000846, -0.368885], [-4.842503, 1.280373, -0.047716], [-3.215573, 0.718777, -0.946271], [-3.806089, 0.064202, 1.764438], [-2.848696, 1.437489, 1.775439], [-0.237447, -1.861797, -0.974945], [-0.154446, -2.248283, 0.590324], [0.064452, -4.160435, -1.120353], [-1.662970, -3.740385, -1.457408], [-2.351123, -4.423440, 0.823266], [-1.597337, -5.519048, -0.074845], [-0.942365, -4.553750, 1.288445]],
  "forces_ev_per_angstrom": [[2.1698, -0.5571, -9.1087], [-1.1554, 0.0993, 1.8087], [-12.7526, -7.6268, 4.6148], [-2.8375, -1.7915, -0.1327], [1.1361, 0.7517, 2.5712], [1.8162, 0.7070, -2.1348], [-4.1903, 4.8091, -11.3099], [2.9987, -2.9683, 11.3413], [2.8649, 1.5826, 1.9316], [-1.7418, -0.5067, -1.7288], [-2.1302, -1.8940, -2.2808], [1.8965, -2.1602, 2.7663], [-0.2641, 0.8542, 0.0239], [-1.5907, -2.1187, -2.3660], [-2.6471, 6.9334, 4.9589], [6.4570, 1.5067, -2.4826], [-5.9129, 9.7135, 4.0605], [10.8879, 1.7575, -0.7828], [-14.6958, -6.8787, 0.7054], [1.6211, -6.9577, -4.9200], [1.6811, 1.1495, 1.0085], [0.9252, -1.0404, -1.0297], [-6.7221, -5.7045, -8.8639], [1.1106, 1.1604, -0.1960], [8.1333, 2.4750, 8.4167], [-1.7422, -0.5113, 0.3390], [1.1895, 0.9643, 0.4458], [-0.4154, -3.6391, -0.2006], [1.6166, 2.2519, 1.3917], [1.3684, 1.7511, -3.5611], [-3.5943, -6.2193, 2.1535], [-3.4464, 5.4999, 9.8169], [-4.0914, -1.5307, 1.0016], [2.2731, 7.1095, 2.0818], [1.3845, -0.7286, -1.5043], [-0.8199, -4.0799, -0.6222], [-2.0658, -0.3193, 0.6731], [1.0038, -1.3832, -3.6935], [1.6376, 0.3745, -0.0888], [2.6141, -0.7634, -1.6382], [2.1559, -3.6937, -5.9363], [1.6911, 1.5296, -2.3427], [1.0066, 2.3351, 1.1535], [6.4522, 6.6206, -12.2855], [5.6070, -0.3940, 7.7806], [-0.7593, 0.3851, 0.5093], [0.6872, 0.4606, 0.0011], [-6.0154, 2.0539, 1.3068], [0.5926, -0.7382, 0.9587], [4.6120, -0.6306, 5.3888]],
  "charge": 0,
  "homo_lumo_gap_ha": 0.329,
  "e_homo_ev": -8.4,
  "e_above_lowest_kcal_mol": 396.9
}